# 1
The following is a quantum chemistry calculation of a structure of composition C40H56BN5O2P2PbSe3Te in a non-equilibrium geometry, from the Open Molecules 2025 dataset.

The geometry in XYZ format:
```
111
C40H56BN5O2P2PbSe3Te | the Open Molecules 2025 dataset | ωB97M-V with the def2-TZVPD basis set
Pb 0.69596 -0.78554 0.15209
C 1.43679 -6.05616 -0.13527
C 1.97294 -4.65690 0.18065
C 3.49784 -4.68877 0.29291
C 1.40783 -4.19278 1.53362
P 1.45332 -3.29547 -1.02036
C -0.30510 -3.80477 -1.34473
N -1.06698 -2.69795 -1.87850
B -0.88270 -1.26748 -1.65509
N -1.94906 -0.67530 -2.44188
C -2.35649 0.69054 -2.72906
P -1.63483 2.00054 -1.61266
C -3.23494 2.47875 -0.70061
C -2.91415 3.57796 0.31410
C -3.57580 1.19368 0.07449
C -4.44323 2.91598 -1.53058
C -1.21185 3.29050 -2.93754
C -2.34653 3.79710 -3.82822
C -0.14645 2.59608 -3.79898
C -0.53720 4.47079 -2.23108
C -2.67564 -1.67141 -3.07213
C -3.75731 -1.59582 -3.93547
C -4.31189 -2.78094 -4.41746
C -3.79531 -4.01327 -4.04506
C -2.69917 -4.09902 -3.18854
C -2.14097 -2.92501 -2.70726
C 2.26637 -3.55664 -2.71423
C 3.61980 -2.84439 -2.65519
C 1.40168 -2.85544 -3.76747
C 2.45601 -5.01679 -3.12739
H 1.74245 -6.73491 0.66741
H 1.83502 -6.44752 -1.07129
H 0.34627 -6.07371 -0.18253
H 3.78945 -5.34171 1.12162
H 3.88760 -3.69073 0.51115
H 3.97076 -5.06547 -0.61616
H 1.54892 -4.97823 2.28337
H 0.34109 -3.95803 1.48558
H 1.93724 -3.30044 1.87636
H -0.74623 -4.14405 -0.40137
H -0.31393 -4.64138 -2.05018
H -3.44533 0.72680 -2.64633
H -2.10515 0.93319 -3.76429
H -2.07085 3.29467 0.94104
H -3.77651 3.75271 0.96603
H -2.67336 4.52193 -0.17749
H -2.68390 0.76081 0.53565
H -4.00947 0.43091 -0.57627
H -4.29927 1.41307 0.86563
H -4.34647 3.94822 -1.86701
H -5.34591 2.84667 -0.91407
H -4.59709 2.28654 -2.40852
H -2.98063 2.98473 -4.18947
H -1.91576 4.29697 -4.70233
H -2.97733 4.51725 -3.30541
H -0.58246 1.97898 -4.58728
H 0.49966 1.95557 -3.19658
H 0.50239 3.33257 -4.27696
H -1.21443 4.98354 -1.54625
H -0.18461 5.19643 -2.97029
H 0.33073 4.12318 -1.66611
H -4.17596 -0.64484 -4.23915
H -5.16018 -2.73824 -5.09025
H -4.24636 -4.92357 -4.42174
H -2.29753 -5.06656 -2.91486
H 3.48212 -1.76283 -2.63902
H 4.21304 -3.07945 -3.54498
H 4.19202 -3.11889 -1.77009
H 1.15706 -1.83750 -3.45833
H 0.47317 -3.39528 -3.97100
H 1.97137 -2.78509 -4.69865
H 3.18917 -5.52353 -2.49945
H 2.82513 -5.04369 -4.15779
H 1.51560 -5.57388 -3.09436
Se 4.20511 -1.04794 2.20439
Se 4.91617 -0.44526 0.10596
Te 2.96290 0.97348 -0.76860
Se 3.61616 1.09715 -3.15873
C 5.14554 4.30026 4.11982
O 4.72079 3.08990 4.70248
C 3.44647 3.06384 5.20363
C 2.79601 1.83342 5.20100
C 1.50067 1.73421 5.66187
C 0.82007 2.85842 6.15400
C 1.50893 4.06752 6.20937
C 2.80275 4.17924 5.72128
N -0.44624 2.77210 6.75792
N -1.35795 2.01690 6.33658
C -1.33741 1.36601 5.11524
C -2.02236 0.14423 5.08701
C -2.04165 -0.67925 3.98850
C -1.38337 -0.34105 2.77598
O -1.38223 -1.09988 1.77260
C -0.71411 0.96648 2.76281
N -0.10484 1.32386 1.61222
C 0.42951 2.51952 1.50258
C 0.35465 3.47386 2.52098
C -0.23381 3.12563 3.70860
C -0.73721 1.82203 3.89598
H 6.01100 4.05946 3.50582
H 5.43852 5.04067 4.87401
H 4.36356 4.73020 3.48749
H 3.31101 0.97234 4.79410
H 0.99140 0.77957 5.63501
H 1.00344 4.93760 6.61169
H 3.30102 5.14014 5.74839
H -2.48555 -0.17586 6.01400
H -2.54679 -1.63682 4.02043
H 0.90248 2.75903 0.55819
H 0.74704 4.46859 2.35439
H -0.32607 3.86312 4.49201
```

Values from the calculation:
Molar mass (g mol⁻¹): 1283.36
Lowest unoccupied orbital energy (Eh): 0.14353
Total charge: -2

---

# 2
The following is a quantum chemistry calculation of a cluster of 2 separate species, C5H8N5S in total in a non-equilibrium geometry, from the Open Molecules 2025 dataset.

The geometry in XYZ format:
```
19
C5H8N5S | the Open Molecules 2025 dataset | ωB97M-V with the def2-TZVPD basis set
C -0.18948 0.38332 3.00369
C -0.00140 1.71712 2.92389
C 0.99902 0.35061 1.00581
C 1.14875 -0.39010 -1.35320
C -1.21647 0.08886 -2.30992
N 0.26976 -0.38816 1.97607
N 2.12940 1.16879 -2.46437
N 0.83838 1.29081 -2.71651
N 2.30674 0.17460 -1.66264
N 0.24277 0.26488 -2.09482
S 0.87763 2.07784 1.47718
H -0.69839 -0.06099 3.85624
H -0.16198 2.52452 3.52970
H 1.03730 -1.33778 -0.90854
H 0.26810 -1.42300 2.13527
H -1.72341 0.65948 -1.47453
H -1.33434 0.66629 -3.31588
H -1.40917 -0.96862 -2.28624
H 3.24069 -0.20901 -1.47121
```

Values from the calculation:
2S+1: 3
Energy relative to the best compared isomer or geometry (same formula, charge and spin) (kcal/mol): 9.4
Molar mass (g mol⁻¹): 170.22
Lowest unoccupied orbital energy (alpha / beta) (Eh): -0.12544 / -0.21830
Total charge: +1

---

# 3
The following is a quantum chemistry calculation of a structure of composition C19H13BCl2N4O2S5W in a non-equilibrium geometry, from the Open Molecules 2025 dataset.

The geometry in XYZ format:
```
47
C19H13BCl2N4O2S5W | the Open Molecules 2025 dataset | ωB97M-V with the def2-TZVPD basis set
W 0.12609 -0.04216 0.20930
S 5.23736 0.45394 5.45272
C 4.10259 0.32117 4.28626
S 4.46355 0.20353 2.59582
C 2.82854 0.11474 2.01351
C 1.87325 0.16017 2.94208
S 0.16303 0.08473 2.53506
S 2.39935 0.29769 4.59342
S 2.48502 -0.03861 0.29427
Cl -0.09490 4.88231 -0.53568
C -0.00410 3.66871 -1.75584
C 0.04088 4.05433 -3.12041
C 0.10113 3.12320 -4.10572
Cl 0.14187 3.62278 -5.76754
C 0.13699 1.73464 -3.79340
C 0.20937 0.68276 -4.73188
C 0.25890 -0.60279 -4.28294
C 0.24031 -0.86139 -2.89846
N 0.15978 0.09729 -1.99955
C 0.10356 1.39312 -2.44109
C 0.01219 2.35409 -1.41109
O -0.04130 1.88052 -0.15285
H 0.02279 5.10664 -3.36701
H 0.23308 0.90810 -5.78940
H 0.32343 -1.43593 -4.96871
H 0.31762 -1.87352 -2.52517
N -4.20262 -2.64626 -2.53647
C -4.91015 -1.79392 -1.75653
O -6.12170 -1.72162 -1.79044
C -4.13937 -0.90076 -0.81422
C -4.86549 -0.06025 0.01636
C -4.19485 0.75810 0.90366
C -2.81416 0.70691 0.94559
N -2.10206 -0.08687 0.13436
C -2.76286 -0.86676 -0.73093
H -4.73195 -3.29108 -3.09813
H -3.22233 -2.82234 -2.41533
H -5.94567 -0.08053 -0.04756
H -4.72286 1.42310 1.57220
H -2.24234 1.31849 1.62968
H -2.13501 -1.48626 -1.35529
B -0.43974 -4.62075 -0.83636
C -0.17656 -3.17422 -0.32031
N -0.01893 -2.05651 -0.05190
H -1.28966 -5.09474 -0.11107
H 0.61505 -5.21385 -0.79063
H -0.84516 -4.45982 -1.98137
```

Values from the calculation:
Energy relative to the best compared isomer or geometry (same formula, charge and spin) (kcal/mol): 0.0
Molar mass (g mol⁻¹): 755.23
Lowest unoccupied orbital energy (alpha / beta) (Eh): -0.06462 / -0.06644
Total charge: 0

---

# 4
The following is a quantum chemistry calculation of a structure of composition C25H55CrNO2Si2 in a non-equilibrium geometry, from the Open Molecules 2025 dataset.

The geometry in XYZ format:
```
86
C25H55CrNO2Si2 | the Open Molecules 2025 dataset | ωB97M-V with the def2-TZVPD basis set
O -1.37467 -2.50845 -3.88564
O -2.24247 -0.47192 -4.43219
C -0.18613 -3.45421 -4.09780
C 0.83682 -3.44385 -3.02781
H 0.15255 -3.24648 -5.09325
H -0.72374 -4.46231 -4.11094
H 1.29900 -2.43639 -2.87805
H 1.62995 -4.12796 -3.34195
H 0.48133 -3.79469 -2.07570
C -2.33975 -3.05020 -2.81260
C -3.48927 -3.69042 -3.48700
H -2.56615 -2.21536 -2.16102
H -1.66964 -3.74959 -2.20192
H -4.02539 -2.98577 -4.09133
H -4.13283 -4.00796 -2.70423
H -3.21669 -4.54283 -4.04900
C -3.55654 0.09763 -4.29958
C -1.96567 -0.79018 -5.84451
C -4.02637 0.27801 -2.89490
H -4.24998 -0.48956 -4.90538
H -3.43202 1.06323 -4.80922
H -4.19837 -0.64313 -2.36243
H -4.99465 0.74912 -2.93438
H -3.40146 0.93080 -2.31609
C -2.78078 -1.96993 -6.35983
H -0.85804 -1.00481 -5.91582
H -2.18792 0.15173 -6.36519
H -2.63103 -2.89448 -5.79176
H -2.48047 -2.14683 -7.39414
H -3.83724 -1.71039 -6.33553
H -1.93410 -1.39034 -3.99103
Cr 0.56984 1.07300 -0.98076
C -0.35248 0.04406 -2.17127
Si 0.36819 1.22514 -3.55722
H -1.43370 0.10259 -2.02288
H -0.19855 -1.10375 -2.32068
C 1.39292 0.14000 -4.71077
C 1.51524 2.51188 -2.76525
C -0.85553 2.27827 -4.51816
C 2.39393 0.18350 -0.82217
Si 3.86852 1.11886 -0.07365
H 2.74486 -0.12948 -1.84234
H 2.35781 -0.78274 -0.26049
C 4.61944 2.36701 -1.26071
C 5.21961 -0.12583 0.31225
C 3.42422 2.01309 1.51792
H -0.34046 3.24049 -4.65616
H -1.81919 2.50714 -4.03498
H -1.04599 1.88625 -5.52954
H 2.37149 -0.02759 -4.26298
H 1.53420 0.66269 -5.66164
H 0.93844 -0.83198 -4.90939
H 2.54283 2.41331 -3.12506
H 1.54513 2.61833 -1.67839
H 1.16797 3.49251 -3.14150
H 5.21873 -0.97782 -0.38401
H 5.07647 -0.51073 1.33045
H 6.20668 0.35522 0.25862
H 3.23388 1.28309 2.31402
H 2.54642 2.67356 1.43680
H 4.28783 2.62616 1.81126
H 5.56910 2.65059 -0.78630
H 4.00650 3.26538 -1.39599
H 4.83789 1.93175 -2.24156
C -0.03374 -1.26554 0.95843
N -0.40724 0.14101 0.67192
C -1.90345 0.22594 0.58701
C -0.00985 0.99287 1.83136
C -0.18808 2.40924 1.43825
C -0.43060 3.36120 2.46195
C -0.70724 4.67564 2.05061
C -0.68633 5.01846 0.70443
C -0.37344 4.04681 -0.29488
C -0.14430 2.72778 0.10783
H -0.25932 -1.89722 0.09479
H -0.59834 -1.61784 1.83220
H 1.02577 -1.31316 1.18661
H -2.30905 -0.48279 -0.16840
H -2.24952 1.24710 0.33196
H -2.33288 -0.05426 1.57634
H -0.61255 0.70947 2.69794
H 1.03095 0.78617 2.11382
H -0.39428 3.05571 3.46167
H -0.90970 5.42235 2.80146
H -0.86457 6.04017 0.38566
H -0.32794 4.33917 -1.35269
```

Values from the calculation:
2S+1: 5
Molar mass (g mol⁻¹): 509.89
Lowest unoccupied orbital energy (alpha / beta) (Eh): -0.00294 / -0.00300
Total charge: 0